1.
Molecular formula: C18H21N3O2S
Method: DFT, the ωB97M-V functional and the def2-TZVPD basis

```
45
Properties=species:S:1:pos:R:3:forces:R:3
C 2.574 5.961 2.817 0.21 -0.04 0.25
C 2.582 4.495 3.188 0.12 0.35 0.09
O 3.246 4.085 4.119 -0.04 0.04 -0.07
C 1.754 3.589 2.371 -0.19 -0.58 -0.09
C 0.919 4.013 1.335 0.24 -0.05 0.21
C 0.176 3.110 0.611 -0.07 -0.08 -0.20
C 0.232 1.734 0.878 0.16 0.26 0.22
N -0.560 0.856 0.169 -0.22 -0.13 0.05
C -0.779 -0.497 0.621 -0.22 -0.13 0.10
C -2.201 -0.932 0.221 0.24 -0.17 0.36
N -2.371 -0.831 -1.213 -0.05 -0.16 0.00
C -2.078 -1.840 -2.083 -0.36 -0.08 -0.12
S -1.613 -1.537 -3.645 0.31 0.11 -0.74
N -2.279 -3.114 -1.666 -0.17 0.17 0.57
C -1.713 -4.255 -2.363 0.27 -0.24 0.12
C -0.317 -4.514 -1.899 0.24 0.46 -0.74
C 0.877 -3.997 -2.309 -0.57 -0.23 0.03
C 1.859 -4.535 -1.442 -0.13 -0.34 0.46
C 1.190 -5.332 -0.567 0.82 0.26 -0.09
O -0.129 -5.322 -0.829 -0.47 -0.15 0.08
C -2.169 0.541 -1.635 0.22 0.39 -0.32
C -0.756 0.990 -1.260 -0.24 0.04 -0.26
C 1.070 1.311 1.919 -0.07 -0.15 -0.11
C 1.807 2.219 2.642 0.05 0.33 0.03
H 3.251 6.499 3.475 0.00 -0.02 0.01
H 2.892 6.090 1.786 -0.03 0.05 -0.11
H 1.571 6.367 2.928 -0.10 0.07 -0.06
H 0.832 5.061 1.096 0.00 0.12 -0.02
H -0.480 3.481 -0.162 -0.07 0.01 -0.04
H -0.700 -0.540 1.707 0.02 -0.02 -0.05
H -0.053 -1.197 0.176 -0.02 -0.01 0.08
H -2.389 -1.940 0.591 -0.02 0.07 0.00
H -2.926 -0.260 0.689 0.06 -0.11 0.04
H -2.499 -3.277 -0.696 -0.02 0.07 -0.11
H -1.713 -4.024 -3.430 -0.04 -0.15 0.22
H -2.345 -5.123 -2.166 0.02 0.04 -0.07
H 1.028 -3.324 -3.128 -0.06 0.15 -0.19
H 2.914 -4.353 -1.471 0.24 -0.02 0.06
H 1.522 -5.937 0.254 -0.05 -0.12 0.12
H -2.310 0.605 -2.713 -0.03 0.04 0.21
H -2.913 1.163 -1.129 0.05 -0.01 0.03
H -0.592 2.017 -1.574 0.00 -0.03 0.01
H -0.041 0.348 -1.798 -0.05 0.09 -0.01
H 1.172 0.262 2.148 -0.01 -0.09 -0.01
H 2.459 1.884 3.434 0.04 -0.02 0.06
```
Positions in Å, forces in eV/Å.

The structure (SMILES) is CC(=O)c1ccc(N2CCN(C(=S)NCc3ccco3)CC2)cc1. Its largest force on an atom is 0.0175 Eh/bohr. The lowest unoccupied orbital energy comes out at 0.4 eV. As for the net charge: 0. The HOMO energy comes out at -7.9412 eV. The relative energy (zero: lowest compared OMol25 entry of this formula, charge and spin) is 205.4 kJ/mol. The electronic energy comes out at -38407.0313 eV. As for the orbital gap: 8.4 eV.

2.
Molecular formula: C18H21N3O3
Method: DFT, the ωB97M-V functional and the def2-TZVPD basis

```
45
Properties=species:S:1:pos:R:3:forces:R:3
C -6.082 -1.917 0.056 0.00 -0.01 0.02
C -4.784 -1.301 0.480 0.09 0.11 -0.02
C -3.829 -2.065 1.145 0.09 -0.02 0.05
C -2.636 -1.498 1.543 -0.11 -0.10 -0.01
C -2.361 -0.163 1.285 0.05 0.38 0.03
C -3.307 0.606 0.622 -0.06 -0.20 0.03
O -3.153 1.934 0.298 -0.20 -0.08 -0.08
C -1.952 2.567 0.666 0.21 0.13 0.26
C -0.748 2.078 -0.143 -0.58 0.02 -0.09
O 0.378 2.043 0.324 0.34 0.14 0.33
N -1.054 1.729 -1.399 -0.26 0.01 -0.22
C -0.081 1.251 -2.355 0.23 -0.26 -0.24
C -0.119 -0.268 -2.545 0.11 0.12 0.33
C 0.098 -1.036 -1.234 -0.13 -0.13 -0.33
N 1.269 -0.595 -0.518 -0.07 0.21 0.14
C 2.475 -1.176 -0.700 -0.17 0.06 0.12
O 2.635 -2.156 -1.405 0.12 -0.18 -0.13
C 3.602 -0.561 0.064 0.42 0.11 0.11
C 3.615 0.744 0.552 0.08 -0.23 -0.02
C 4.738 1.186 1.233 0.01 -0.04 -0.02
C 5.803 0.314 1.398 -0.08 0.33 0.08
N 5.805 -0.925 0.934 0.43 -0.26 0.12
C 4.737 -1.343 0.285 -0.45 -0.09 -0.25
C -4.512 0.031 0.223 0.12 0.12 0.01
H -5.901 -2.788 -0.572 -0.05 -0.05 -0.05
H -6.691 -1.207 -0.496 -0.08 0.00 -0.05
H -6.642 -2.250 0.930 -0.09 -0.03 0.01
H -4.028 -3.107 1.350 -0.02 -0.13 0.03
H -1.898 -2.095 2.057 0.07 -0.05 0.04
H -1.420 0.252 1.609 0.11 0.07 0.03
H -1.738 2.463 1.736 0.04 -0.05 -0.18
H -2.103 3.630 0.447 0.06 -0.14 0.06
H -2.027 1.732 -1.668 0.05 0.04 0.15
H 0.902 1.554 -1.988 -0.10 0.02 -0.12
H -0.263 1.745 -3.314 0.08 0.01 0.10
H 0.669 -0.537 -3.249 -0.01 -0.04 -0.08
H -1.079 -0.568 -2.970 -0.03 -0.03 -0.09
H 0.239 -2.095 -1.465 -0.12 0.11 0.09
H -0.774 -0.926 -0.583 0.12 -0.05 -0.10
H 1.190 0.270 0.001 0.07 -0.09 0.01
H 2.784 1.419 0.406 -0.11 0.04 -0.03
H 4.785 2.191 1.623 0.02 0.07 0.03
H 6.701 0.617 1.922 0.03 0.11 0.06
H 4.764 -2.358 -0.090 -0.09 -0.03 -0.07
H -5.229 0.655 -0.287 -0.11 0.07 -0.07
```
Positions in Å, forces in eV/Å.

The structure (SMILES) is Cc1cccc(OCC(=O)NCCCNC(=O)c2cccnc2)c1. Its largest force on an atom is 0.0114 Eh/bohr. The lowest unoccupied orbital energy comes out at 0.5 eV. As for the net charge: 0. The HOMO energy comes out at -9.0266 eV. The relative energy (zero: lowest compared OMol25 entry of this formula, charge and spin) is 54.8 kJ/mol. The electronic energy comes out at -29620.8699 eV. As for the orbital gap: 9.6 eV.

3.
Molecular formula: C18H21N3O3S
Method: DFT, the ωB97M-V functional and the def2-TZVPD basis

```
46
Properties=species:S:1:pos:R:3:forces:R:3
C -2.877 -1.789 2.013 -0.04 0.06 0.05
O -2.357 -2.629 1.012 0.15 -0.29 -0.10
C -1.852 -1.917 -0.090 0.01 0.07 -0.32
C -1.071 -2.883 -0.974 0.01 0.20 0.46
C 0.309 -3.171 -0.378 -0.26 -0.24 -0.01
N 1.261 -2.118 -0.652 -0.08 -0.06 -0.33
C 1.781 -1.304 0.296 0.03 -0.15 -0.11
O 1.415 -1.308 1.453 -0.04 -0.09 0.19
C 2.910 -0.446 -0.196 0.36 0.09 0.02
C 3.852 -0.991 -1.065 -0.12 0.01 0.03
C 4.969 -0.275 -1.455 0.09 0.08 -0.05
C 5.169 1.008 -0.973 0.08 -0.14 -0.05
C 4.245 1.567 -0.110 -0.13 -0.04 0.05
C 3.121 0.850 0.279 -0.29 0.04 0.25
S 2.034 1.638 1.443 0.19 0.21 0.04
C 0.453 1.480 0.684 0.05 0.08 0.01
C -0.686 1.576 1.483 0.29 -0.09 -0.38
C -1.933 1.527 0.896 -0.10 0.07 -0.08
C -1.995 1.375 -0.490 0.43 0.04 0.34
N -3.184 1.300 -1.209 -0.04 0.04 -0.30
C -4.452 1.095 -0.736 -0.07 0.01 -0.49
C -5.475 1.020 -1.848 -0.14 -0.02 0.21
O -4.726 0.981 0.435 -0.11 -0.01 0.35
N -0.911 1.294 -1.256 -0.59 -0.06 -0.27
C 0.278 1.351 -0.688 0.14 0.10 0.27
H -2.088 -1.160 2.442 -0.02 -0.01 0.01
H -3.283 -2.441 2.783 -0.02 0.07 0.06
H -3.671 -1.142 1.621 0.01 0.00 0.03
H -1.189 -1.111 0.253 -0.02 0.00 -0.02
H -2.682 -1.460 -0.652 0.08 -0.01 0.07
H -1.636 -3.813 -1.040 -0.06 -0.03 -0.10
H -0.963 -2.463 -1.975 -0.03 -0.04 -0.06
H 0.223 -3.257 0.707 0.05 -0.08 -0.10
H 0.705 -4.109 -0.783 -0.02 0.05 0.12
H 1.527 -1.983 -1.615 0.07 0.09 0.13
H 3.728 -2.008 -1.411 -0.01 -0.07 -0.02
H 5.687 -0.723 -2.125 0.06 -0.04 -0.05
H 6.041 1.572 -1.267 0.08 0.05 -0.03
H 4.386 2.564 0.278 -0.01 0.12 -0.02
H -0.582 1.687 2.551 -0.04 -0.02 0.14
H -2.835 1.591 1.480 -0.04 -0.01 0.01
H -3.035 1.300 -2.209 -0.06 -0.01 0.14
H -5.452 1.930 -2.442 0.00 0.05 -0.09
H -6.463 0.896 -1.415 0.02 0.00 0.02
H -5.261 0.172 -2.496 0.02 -0.05 -0.09
H 1.121 1.295 -1.364 0.09 0.02 0.05
```
Positions in Å, forces in eV/Å.

The structure (SMILES) is COCCCNC(=O)c1ccccc1Sc1ccc(NC(C)=O)nc1. Its largest force on an atom is 0.0127 Eh/bohr. The lowest unoccupied orbital energy comes out at 0.4 eV. As for the net charge: 0. The HOMO energy comes out at -7.8881 eV. The relative energy (zero: lowest compared OMol25 entry of this formula, charge and spin) is 144.5 kJ/mol. The electronic energy comes out at -40455.8482 eV. As for the orbital gap: 8.3 eV.

4.
Molecular formula: C18H21N5O5S
Method: DFT, the ωB97M-V functional and the def2-TZVPD basis

```
50
Properties=species:S:1:pos:R:3:forces:R:3
C -5.014 -0.134 -1.131 0.31 0.26 -0.08
C -4.298 1.075 -1.715 -0.58 0.03 0.05
O -2.906 1.087 -1.402 0.29 -0.10 0.00
C -2.553 1.620 -0.224 0.01 0.06 0.00
O -3.364 2.000 0.598 -0.07 -0.07 -0.05
C -1.103 1.746 -0.081 0.26 0.06 0.07
C -0.205 1.161 -0.962 -0.37 0.25 0.21
N 1.100 1.337 -0.877 0.07 0.03 -0.13
C 1.518 2.157 0.079 -0.39 -0.09 -0.07
S 3.228 2.497 0.121 0.44 0.20 -0.07
C 3.795 1.609 -1.372 -0.39 0.39 0.21
C 3.221 0.221 -1.616 0.50 0.02 -0.24
O 2.813 -0.075 -2.720 0.03 -0.04 -0.31
N 3.301 -0.696 -0.623 -0.10 -0.28 0.16
C 3.903 -0.554 0.679 0.07 -0.07 0.19
C 2.820 -0.553 1.776 0.07 0.30 0.17
N 1.677 -1.317 1.318 0.10 0.04 0.02
C 0.436 -0.830 1.545 0.35 -0.06 0.09
O 0.250 0.128 2.283 -0.25 -0.11 0.08
C -0.727 -1.498 0.933 -1.06 0.26 0.64
C -2.012 -1.489 1.412 0.86 0.05 -0.12
C -2.786 -2.220 0.486 0.27 -0.24 -0.45
C -1.926 -2.599 -0.500 -0.84 -0.12 0.19
O -0.683 -2.174 -0.240 0.48 0.08 -0.19
C 2.049 -2.453 0.511 0.08 -0.25 -0.23
C 2.623 -1.965 -0.827 -0.11 -0.09 -0.16
N 0.792 2.735 1.008 0.23 0.27 0.25
C -0.525 2.506 0.984 -0.09 -0.20 -0.55
N -1.263 3.062 1.939 -0.28 0.05 0.25
H -6.058 -0.112 -1.430 -0.13 -0.02 -0.04
H -4.955 -0.107 -0.046 -0.03 -0.04 0.07
H -4.556 -1.051 -1.492 -0.02 -0.09 -0.02
H -4.751 1.997 -1.333 0.08 -0.13 -0.16
H -4.338 1.065 -2.806 0.01 0.04 0.14
H -0.540 0.521 -1.767 -0.16 -0.03 -0.05
H 4.881 1.566 -1.283 0.01 0.01 0.01
H 3.531 2.214 -2.239 0.08 -0.20 0.03
H 4.489 0.361 0.739 0.01 -0.16 0.04
H 4.582 -1.403 0.825 0.02 0.11 0.01
H 3.219 -0.987 2.700 0.01 0.06 -0.02
H 2.471 0.458 1.997 0.13 -0.16 -0.02
H -2.340 -1.021 2.316 0.01 0.15 0.20
H -3.831 -2.438 0.550 -0.21 -0.06 -0.07
H -2.071 -3.154 -1.407 0.09 -0.06 -0.14
H 2.806 -3.016 1.069 -0.10 -0.01 -0.03
H 1.199 -3.108 0.341 0.19 0.01 0.05
H 1.828 -1.790 -1.555 0.08 -0.09 0.10
H 3.314 -2.709 -1.240 -0.10 -0.02 -0.02
H -0.789 3.492 2.714 0.02 -0.01 -0.04
H -2.249 2.837 1.968 0.12 0.07 0.05
```
Positions in Å, forces in eV/Å.

The structure (SMILES) is CCOC(=O)c1cnc(SCC(=O)N2CCN(C(=O)c3ccco3)CC2)nc1N. Its largest force on an atom is 0.0246 Eh/bohr. The lowest unoccupied orbital energy comes out at 0.5 eV. As for the net charge: 0. The HOMO energy comes out at -8.5170 eV. The electronic energy comes out at -47531.3732 eV. As for the orbital gap: 9.0 eV.

5.
Molecular formula: C18H21NO2
Method: DFT, the ωB97M-V functional and the def2-TZVPD basis

```
42
Properties=species:S:1:pos:R:3:forces:R:3
C 0.435 3.373 -5.921 0.14 0.15 -0.05
O -0.492 2.381 -5.553 -0.18 -0.23 0.12
C -0.229 1.624 -4.451 -0.11 -0.15 0.09
C 0.884 1.768 -3.630 -0.01 0.23 -0.25
C 1.050 0.933 -2.539 -0.11 -0.16 0.02
C 0.122 -0.055 -2.243 0.09 -0.11 0.04
C 0.320 -0.921 -1.025 0.13 0.10 -0.03
N -0.025 -0.205 0.190 -0.26 -0.15 -0.19
C 0.900 0.416 0.952 -0.64 0.26 0.15
O 2.086 0.397 0.696 0.57 0.02 -0.01
C 0.340 1.082 2.197 0.39 -0.14 0.03
C 0.584 0.151 3.401 -0.15 0.15 0.04
C 0.052 0.775 4.690 0.18 -0.10 -0.14
C -0.026 -1.202 3.125 0.16 -0.10 0.15
C -1.404 -1.382 3.079 0.01 0.03 0.06
C -1.946 -2.620 2.788 -0.13 0.02 -0.03
C -1.119 -3.700 2.531 -0.01 -0.12 -0.05
C 0.254 -3.532 2.568 0.00 -0.11 -0.03
C 0.794 -2.292 2.863 -0.01 0.06 0.04
C -0.994 -0.188 -3.060 0.15 0.05 0.00
C -1.169 0.637 -4.152 0.03 0.21 -0.18
H 1.418 2.943 -6.140 -0.03 0.02 0.02
H 0.033 3.830 -6.824 0.07 0.00 0.06
H 0.538 4.138 -5.144 0.01 -0.04 -0.03
H 1.630 2.522 -3.829 0.05 0.08 -0.05
H 1.914 1.050 -1.902 0.12 0.01 0.08
H -0.289 -1.826 -1.083 0.09 0.03 -0.01
H 1.374 -1.195 -0.930 -0.17 -0.09 -0.01
H -1.002 -0.121 0.416 0.12 0.04 0.12
H -0.726 1.287 2.087 -0.06 0.02 0.04
H 0.870 2.021 2.359 -0.04 0.02 -0.07
H 1.667 0.022 3.498 -0.09 -0.01 -0.05
H 0.576 1.705 4.900 0.02 0.12 0.04
H -1.010 0.993 4.614 -0.13 0.03 0.02
H 0.205 0.096 5.525 -0.02 -0.02 0.11
H -2.065 -0.549 3.275 -0.07 0.11 0.04
H -3.020 -2.744 2.761 -0.08 -0.01 0.00
H -1.543 -4.667 2.303 -0.03 -0.07 -0.01
H 0.908 -4.368 2.366 0.05 -0.07 -0.02
H 1.866 -2.166 2.884 0.12 0.04 0.00
H -1.731 -0.949 -2.845 -0.08 -0.10 0.02
H -2.029 0.538 -4.795 -0.10 -0.01 -0.08
```
Positions in Å, forces in eV/Å.

The structure (SMILES) is COc1ccc(CNC(=O)C[C@@H](C)c2ccccc2)cc1. Its largest force on an atom is 0.0137 Eh/bohr. The lowest unoccupied orbital energy comes out at 0.8 eV. As for the net charge: 0. The HOMO energy comes out at -8.3266 eV. The relative energy (zero: lowest compared OMol25 entry of this formula, charge and spin) is 13.2 kJ/mol. The electronic energy comes out at -24592.4991 eV. As for the orbital gap: 9.1 eV.